Entry 1:
41
Properties=species:S:1:pos:R:3 method="wB97M-V/def2-TZVPD" total_charge=+1 energy_ev=-161582.0857 relative_energy_kcal_mol=0.00 spin_multiplicity=5 e_lumo_ev="-3.835 / -5.443" s_squared=6.02
Se -0.15 2.04 -1.82
Co -0.08 0.08 -0.08
S 5.47 0.06 4.96
S -2.31 1.55 0.11
F -5.22 1.39 -1.28
F -6.49 -0.14 -0.43
F -5.33 1.14 0.86
N 0.06 -0.83 -2.55
N 2.00 -0.18 0.03
N -1.83 -0.98 -0.25
N 0.22 0.17 2.01
N 5.53 -0.07 3.36
N 3.88 0.14 5.19
C 3.85 -0.13 1.55
C 0.92 0.27 4.68
C 1.91 0.15 3.70
C -0.71 0.28 2.95
C -0.06 0.31 -2.40
C -4.16 -0.51 -0.35
C 4.22 -0.38 -0.80
C 4.73 -0.28 0.48
C 1.51 0.09 2.37
C -2.84 -0.08 -0.19
C 4.28 -0.04 2.94
C -0.40 0.33 4.30
C 2.85 -0.33 -0.98
C -5.31 0.48 -0.30
C -3.36 -2.76 -0.61
C 2.49 -0.08 1.28
C -4.41 -1.85 -0.54
C -2.08 -2.28 -0.48
C 3.34 0.08 3.98
H -3.53 -3.81 -0.77
H -1.21 -2.92 -0.57
H 1.22 0.31 5.72
H -1.19 0.42 5.03
H 2.41 -0.42 -1.96
H 4.87 -0.51 -1.66
H -5.43 -2.19 -0.65
H -1.74 0.35 2.60
H 5.80 -0.33 0.67

=====

Entry 2:
9
Properties=species:S:1:pos:R:3 method="wB97M-V/def2-TZVPD" smiles=OCOOO energy_ev=-9285.0538 relative_energy_kcal_mol=166.80 e_lumo_ev=0.416
O -1.27 -1.14 1.41
O -0.12 0.76 0.31
O 0.61 1.12 -1.61
O -0.07 -0.42 1.38
C 0.38 -0.09 -0.65
H 1.35 -0.55 -0.42
H -1.84 -0.64 2.01
H 1.33 1.65 -1.26
H -0.37 -0.70 -1.16

=====

Entry 3:
62
Properties=species:S:1:pos:R:3 method="wB97M-V/def2-TZVPD" total_charge=+2 energy_ev=-292131.1508 relative_energy_kcal_mol=183.43 e_lumo_ev="-10.074 / -10.072"
Re -1.81 -1.71 1.03
As -4.98 -2.50 1.81
As -0.45 0.34 0.73
As 2.11 2.68 -1.14
S -5.24 -4.36 2.64
S -0.58 -5.18 0.88
S -6.41 -1.09 1.39
S -3.44 -2.66 -0.11
S 0.08 -3.17 0.83
S -3.02 -1.38 2.86
O 2.01 -1.40 -0.03
O 3.69 0.06 -0.20
O 1.17 5.15 -0.70
O 0.37 5.34 1.31
O -2.34 3.59 -0.02
O 0.02 1.97 -2.94
O -2.42 2.94 2.08
O -1.85 1.09 -2.33
N -0.40 -6.33 -5.41
N 0.54 -2.42 -5.50
C -0.32 -5.72 -4.44
C -1.81 3.04 0.90
C -2.67 0.19 -1.61
C -0.45 2.41 0.66
C 4.62 -0.92 0.32
C 0.01 -3.54 -0.91
C 0.60 3.09 0.22
C 0.37 -2.97 -4.51
C 1.60 0.74 -0.98
C 0.27 -2.88 -2.08
C -0.21 -4.99 -3.21
C 0.27 0.52 -1.09
C -0.36 -4.89 -0.86
C 2.44 -0.30 -0.32
C 0.71 4.62 0.27
C -0.56 1.27 -2.16
C -1.79 2.34 3.22
C 0.14 -3.62 -3.25
C -0.01 4.82 2.59
C -0.46 -5.64 -2.00
C 3.70 2.94 -0.01
C 0.92 0.23 2.12
H 4.37 -1.15 1.36
H 4.60 -1.83 -0.27
H -1.10 4.73 2.65
H -3.59 0.11 -2.18
H 1.33 -0.78 2.19
H -0.74 2.63 3.30
H -2.33 2.71 4.08
H 5.60 -0.45 0.26
H 0.56 -1.84 -2.11
H 3.65 2.49 0.98
H -0.71 -6.70 -1.99
H 1.72 0.95 1.96
H 0.41 0.46 3.06
H 4.54 2.51 -0.56
H -1.89 1.26 3.18
H 3.86 4.01 0.06
H 0.32 5.54 3.32
H 0.47 3.86 2.78
H -2.93 0.59 -0.62
H -2.21 -0.79 -1.53

=====

Entry 4:
49
Properties=species:S:1:pos:R:3 method="wB97M-V/def2-TZVPD" smiles="COc1ccc(NC(=O)c2cc3nc(-c4ccccc4)cc(C)n3n2)cc1OC" energy_ev=-35240.9490 relative_energy_kcal_mol=43.58 e_lumo_ev=0.051
O 2.64 -3.40 2.96
O 3.09 -0.55 3.24
O -4.08 -2.38 1.34
N -0.96 -0.05 -0.82
N -2.06 -2.44 2.31
N -1.11 -1.04 0.04
N -2.21 1.68 -1.86
C -3.09 0.03 -0.22
C -2.26 4.09 -3.24
C 4.22 -1.31 3.60
C -2.15 0.65 -1.03
C -2.39 -0.99 0.43
C -0.49 4.43 -5.34
C 0.13 1.37 -2.29
C -1.23 3.17 -3.42
C -0.75 -1.99 2.57
C 2.37 -4.77 2.83
C -1.51 5.35 -5.14
C -0.48 -0.64 2.75
C -1.11 2.04 -2.50
C 1.42 -0.45 -1.07
C 0.19 0.32 -1.42
C 0.28 -2.91 2.67
C 1.87 -1.14 3.04
C 1.60 -2.51 2.89
C -2.93 -1.97 1.39
C -0.35 3.35 -4.49
C 0.81 -0.23 2.98
C -2.39 5.17 -4.09
H 2.28 -0.07 -1.60
H 0.43 2.63 -4.68
H -2.38 -3.25 2.84
H 0.05 -3.95 2.54
H 1.05 0.81 3.11
H 1.27 -1.51 -1.31
H 5.00 -0.58 3.82
H 4.55 -1.96 2.79
H 4.03 -1.92 4.49
H -1.61 6.19 -5.80
H 1.94 -5.00 1.85
H 0.19 4.55 -6.17
H -4.12 0.29 -0.10
H -2.94 3.94 -2.42
H 3.34 -5.26 2.92
H 1.02 1.72 -2.77
H 1.71 -5.13 3.61
H -1.28 0.09 2.71
H -3.19 5.89 -3.93
H 1.58 -0.39 0.01

=====

Entry 5:
44
Properties=species:S:1:pos:R:3 method="wB97M-V/def2-TZVPD" smiles="O=C(CN(Cc1ccco1)S(=O)(=O)c1cccs1)Nc1ccccc1C(F)(F)F" energy_ev=-59902.2817 relative_energy_kcal_mol=2.01 e_lumo_ev=0.558
S 0.87 -3.67 0.48
S -0.57 -2.65 2.93
F 1.66 2.31 -3.29
F 0.06 1.35 -4.35
F 0.34 3.47 -4.53
O -0.49 -0.62 0.31
O 0.48 -4.31 -0.74
O 1.70 -4.38 1.41
O 2.16 0.70 0.72
N 0.13 0.54 -1.56
N 1.70 -2.31 0.05
C 1.23 -1.56 -1.08
C -2.11 4.07 -1.31
C 1.61 -0.05 2.74
C 2.14 -0.39 1.53
C 0.36 2.47 -3.65
C -0.63 1.70 -1.46
C -1.28 3.85 -2.39
C -2.21 3.12 -0.31
C 0.19 -0.50 -0.68
C 1.28 1.33 2.66
C -2.28 -2.47 2.94
C -1.88 -3.27 0.82
C -2.84 -2.84 1.75
C -0.54 2.68 -2.47
C 1.63 1.73 1.41
C 2.63 -1.68 0.97
C -0.62 -3.21 1.32
C -1.48 1.94 -0.39
H 2.79 -2.41 1.77
H 0.84 1.93 3.43
H 2.08 -1.10 -1.59
H -1.56 1.21 0.39
H -2.09 -3.61 -0.18
H -2.68 4.99 -1.25
H -2.86 3.28 0.53
H 1.48 -0.69 3.58
H 1.57 2.67 0.91
H 0.75 0.47 -2.35
H -1.19 4.59 -3.17
H -2.78 -2.10 3.82
H 0.75 -2.28 -1.74
H 3.57 -1.51 0.44
H -3.90 -2.80 1.55

=====

Entry 6:
12
Properties=species:S:1:pos:R:3 method="wB97M-V/def2-TZVPD" smiles="O/N=c1/nncc[nH]1" energy_ev=-11179.2012 relative_energy_kcal_mol=109.95 e_lumo_ev=-0.102
O -2.60 0.14 -0.11
N -1.86 -1.12 0.00
N 0.41 -1.67 0.10
N -0.16 0.59 0.36
N 1.64 -1.42 0.04
C 2.10 0.00 -0.09
C -0.67 -0.67 0.15
C 1.11 0.98 0.10
H -3.43 -0.22 0.17
H -0.90 1.20 -0.09
H 1.24 2.05 -0.28
H 3.11 0.16 -0.34